# 1
A structure of composition C40H50BN10O2STi in a non-equilibrium geometry, computed with wB97M-V/def2-TZVPD.

Each line ends with the Löwdin spin population.
Geometry (Å):
Ti: 1.57244 0.27372 0.10819  0.88
O: 0.51838 -1.04917 -0.48350  0.00
C: 0.54117 -2.35456 -0.57371  0.00
C: 0.06213 -3.02399 -1.70568  0.00
C: 0.04081 -4.40255 -1.73998  0.00
C: 0.45227 -5.16401 -0.63865  0.00
C: 0.90753 -4.51369 0.48690  0.00
C: 1.00354 -3.11947 0.51816  0.00
C: 1.47448 -2.43973 1.71278  0.02
N: 1.94249 -1.24954 1.72019  0.00
C: 2.17439 -0.62807 3.02541  0.00
C: 1.14503 0.50266 3.11193  0.00
N: 1.40846 1.30597 1.91420  0.00
C: 1.87050 2.48785 2.09845  0.03
C: 2.61170 3.24073 1.11210  0.00
C: 2.78705 4.62512 1.23134  0.01
C: 3.55504 5.31933 0.32897  0.00
C: 4.20289 4.62134 -0.70134  0.01
C: 4.08549 3.25520 -0.81213  0.00
C: 3.27273 2.53487 0.07810  0.01
O: 3.15663 1.23038 -0.00569  -0.01
H: -0.29993 -2.43297 -2.54056  0.00
H: -0.31427 -4.90046 -2.63621  0.00
H: 0.40667 -6.24544 -0.67103  0.00
H: 1.20999 -5.07811 1.36542  0.00
H: 1.42255 -2.99793 2.64921  0.00
H: 2.05399 -1.33650 3.84685  0.00
H: 3.18083 -0.20828 3.04628  0.00
H: 0.15292 0.06043 3.07229  0.00
H: 1.24917 1.08573 4.02896  0.00
H: 1.77306 2.93380 3.09074  0.00
H: 2.28535 5.14866 2.04135  0.00
H: 3.66768 6.39270 0.41667  0.00
H: 4.81106 5.16243 -1.41669  0.00
H: 4.59518 2.70412 -1.59464  0.00
C: -4.65755 -0.03125 -2.92017  0.00
C: -3.50996 -0.76400 -2.21793  0.00
C: -3.81232 -2.25962 -2.09035  0.00
C: -2.20986 -0.53236 -2.93518  0.00
C: -1.80157 -0.98279 -4.21164  0.00
C: -0.53942 -0.45968 -4.36009  0.00
N: -0.22921 0.23717 -3.24121  0.00
N: -1.26513 0.20175 -2.37186  0.00
B: 1.14076 0.99379 -3.08395  0.00
N: 2.33136 0.00026 -2.91910  0.01
C: 3.10578 -0.34073 -3.96405  0.00
C: 4.07738 -1.19881 -3.52141  0.00
C: 3.84367 -1.32960 -2.14037  0.00
N: 2.77910 -0.60751 -1.78074  0.01
C: 4.71334 -2.19624 -1.26307  0.00
C: 4.79309 -1.76194 0.19770  0.00
C: 4.25985 -3.65894 -1.38035  0.00
N: 1.08290 2.05713 -1.93331  0.01
C: 1.14723 3.37445 -2.20215  0.01
C: 0.42927 4.04551 -1.24245  0.00
C: -0.06132 3.04302 -0.38359  0.01
N: 0.38372 1.85100 -0.77787  0.01
C: -1.16966 3.23331 0.62477  0.00
C: -2.35473 3.85417 -0.13405  0.00
C: -1.63642 1.92676 1.27463  0.00
H: -5.59373 -0.14550 -2.36348  0.00
H: -4.80840 -0.43205 -3.92722  0.00
H: -4.43747 1.03458 -3.01117  0.00
H: -3.38215 -0.34491 -1.21529  0.00
H: -3.78422 -2.74608 -3.06926  0.00
H: -4.81241 -2.41786 -1.66998  0.00
H: -3.07680 -2.74604 -1.44436  0.00
H: -2.34490 -1.59919 -4.91139  0.00
H: 0.16196 -0.52707 -5.18108  0.00
H: 1.33289 1.57578 -4.12282  0.00
H: 2.90865 0.05252 -4.95004  0.00
H: 4.86113 -1.66376 -4.09958  0.00
H: 5.71428 -2.11809 -1.69203  0.00
H: 3.94758 -2.15295 0.75533  0.00
H: 4.79207 -0.67493 0.28879  0.00
H: 5.70761 -2.14926 0.65558  0.00
H: 3.21640 -3.75554 -1.07127  0.00
H: 4.87363 -4.30339 -0.74166  0.00
H: 4.34554 -4.01093 -2.41001  0.00
H: 1.66848 3.74019 -3.07170  0.00
H: 0.28292 5.11204 -1.16028  0.00
H: -0.84089 3.94519 1.39059  0.00
H: -2.64235 3.19574 -0.95847  0.00
H: -2.10720 4.83325 -0.54643  0.00
H: -3.21126 3.96880 0.53631  0.00
H: -1.65441 1.12535 0.53227  0.00
H: -2.64338 2.05156 1.68223  0.00
H: -0.99474 1.61733 2.09531  0.00
C: -6.49253 -1.43206 2.93160  0.00
C: -5.12120 -1.04101 3.37039  0.00
C: -4.82518 -0.40306 4.53381  0.00
C: -3.46944 -0.09409 4.79481  0.00
N: -2.48962 -0.44478 3.99793  0.00
C: -2.76469 -1.12695 2.84876  0.00
S: -1.62448 -1.69488 1.78414  0.00
N: -4.10297 -1.34608 2.54793  0.00
C: -3.08972 0.66634 6.02799  0.00
H: -7.22554 -1.18953 3.69611  0.00
H: -6.53095 -2.50389 2.73214  0.00
H: -6.75866 -0.91264 2.00962  0.00
H: -5.60461 -0.14257 5.23464  0.00
H: -4.27136 -1.80836 1.66518  0.00
H: -3.95909 0.89922 6.64138  0.00
H: -2.58881 1.59297 5.74342  0.00
H: -2.37969 0.08116 6.61432  0.00

Calculated values
**Net charge**: 0
**Kohn-Sham gap (alpha / beta)**: 6.642 / 7.733 eV
**Strongest force on any atom**: 2.409 eV/A
**E_HOMO (alpha / beta)**: -0.2461 / -0.2862 hartree
**2S+1**: 2

***

# 2
A structure of composition C40H50Br2N6O3PtS2SbSi3, computed with wB97M-V/def2-TZVPD.

Each line ends with the Löwdin charge.
Geometry (Å):
Pt: 0.07722 0.67293 0.26412  0.95
Br: 0.18652 -4.21117 -0.50489  0.88
C: -1.46479 -3.30496 -0.44386  -0.60
C: -2.64883 -4.09190 -0.72230  -0.18
C: -3.86305 -3.54986 -0.75208  -0.63
Br: -5.37948 -4.58505 -1.27079  0.74
C: -4.10260 -2.13165 -0.41837  -0.29
C: -5.81704 -0.74950 -0.40121  -0.15
C: -5.86038 0.63292 0.13789  -0.03
C: -4.72761 1.29003 0.33518  -0.11
N: -3.47063 0.74385 -0.03473  -0.06
C: -2.81376 -1.27489 -0.20282  -0.17
C: -1.47580 -1.96380 -0.22317  -0.41
O: -0.39411 -1.29177 -0.00597  -0.30
H: -2.51006 -5.13825 -0.95743  0.09
H: -6.78274 -1.06298 -0.79575  0.14
H: -6.81058 1.09134 0.38443  0.11
H: -4.69660 2.28542 0.75983  0.10
C: 0.19916 2.08712 -2.98373  -0.35
Sb: -1.37567 2.00344 -1.48539  1.29
C: 0.52164 2.47198 0.59320  -0.42
C: 1.84808 2.98782 0.15268  -0.36
C: 2.75919 1.97223 -0.41214  -0.20
C: 4.25189 2.29564 -0.56324  -0.24
C: 4.55321 3.65803 -0.02621  -0.03
C: 3.59998 4.47350 0.43326  -0.11
N: 2.22985 4.14112 0.57315  0.12
Si: -0.45414 3.64004 1.75277  0.43
C: -0.77618 5.31462 0.98343  -0.19
C: 0.55498 3.81665 3.32125  -0.18
C: -2.09138 2.86126 2.19643  -0.19
C: -2.65592 0.42494 -2.42312  -0.52
C: -3.37348 -0.19103 -1.20327  -0.36
C: -4.66065 -1.05686 -1.38806  -0.08
C: -5.24378 -1.83312 0.59337  -0.16
C: -4.76964 -1.38223 1.92742  -0.01
C: -3.67096 -0.64595 2.03152  -0.07
N: -2.89564 -0.28275 0.89623  0.01
Si: -3.81521 1.43537 -3.56109  0.41
C: -2.85814 2.68132 -4.60105  -0.20
C: -5.07230 2.52848 -2.69503  -0.18
C: -4.85720 0.40776 -4.75128  -0.17
Si: -1.68209 -0.82986 -3.52215  0.49
C: -2.71696 -2.37750 -3.77636  -0.14
C: 0.04683 -1.30349 -2.98790  -0.17
C: -1.39864 -0.18369 -5.27754  -0.19
H: 0.85672 2.90984 -2.69896  -0.01
H: -0.24445 2.32421 -3.94790  -0.03
H: 0.78134 1.17264 -3.06194  -0.02
H: 2.31988 1.44029 -1.25440  0.13
H: 4.65572 2.18561 -1.57167  0.13
H: 5.57871 4.01010 -0.03780  0.11
H: 3.84915 5.46416 0.79015  0.10
H: 0.15392 5.82866 0.74818  0.02
H: -1.35287 5.92140 1.68579  0.03
H: -1.35918 5.21116 0.06748  0.01
H: 1.48966 4.33942 3.12445  0.02
H: 0.78990 2.84491 3.75874  0.03
H: -0.02065 4.38521 4.05420  0.03
H: -2.90994 3.37644 1.69524  0.02
H: -2.26940 2.90920 3.27247  0.03
H: -2.10512 1.81536 1.89000  -0.01
H: -4.93148 -1.30248 -2.40880  0.12
H: -5.92513 -2.67606 0.68951  0.10
H: -5.30985 -1.67959 2.81824  0.11
H: -3.28044 -0.31505 2.98647  0.11
H: -2.38331 3.43695 -3.97262  0.01
H: -3.57813 3.19595 -5.24158  0.04
H: -2.09692 2.24226 -5.24023  0.00
H: -4.62818 3.12767 -1.89921  0.02
H: -5.90349 1.97265 -2.27337  0.02
H: -5.46956 3.21070 -3.45136  0.03
H: -4.26961 -0.22717 -5.41117  0.01
H: -5.42469 1.10195 -5.37652  0.03
H: -5.57729 -0.22707 -4.23609  0.02
H: -3.13792 -2.78070 -2.85990  0.00
H: -2.08291 -3.16022 -4.19892  0.05
H: -3.53676 -2.19544 -4.47216  0.03
H: 0.41414 -0.79392 -2.10138  0.00
H: 0.73485 -1.08618 -3.80789  0.03
H: 0.11838 -2.36744 -2.76000  0.01
H: -2.29032 0.11644 -5.82463  0.01
H: -0.94857 -1.02116 -5.81827  0.04
H: -0.68245 0.63583 -5.30689  0.02
N: 3.39787 -1.99043 -6.96840  0.08
C: 3.50380 -2.29312 -5.60632  -0.33
C: 4.64936 -1.95236 -4.89219  -0.04
C: 4.76285 -2.27685 -3.54931  -0.07
C: 3.73434 -2.94767 -2.90798  -0.28
C: 2.60074 -3.31646 -3.62052  -0.08
C: 2.48379 -2.99083 -4.95848  -0.05
S: 3.83259 -3.35610 -1.18342  0.52
O: 5.22049 -3.18830 -0.80838  -0.39
O: 3.24472 -4.66501 -1.05984  -0.37
N: 2.86119 -2.33210 -0.45391  -0.12
C: 3.21928 -1.13202 -0.07150  -0.64
S: 4.92525 -0.48530 -0.41317  1.01
C: 4.58482 1.08639 0.36680  -0.47
C: 3.07467 0.97936 0.73751  -0.35
N: 2.45972 -0.29045 0.57105  0.01
H: 3.95644 -1.20706 -7.26913  0.08
H: 2.45280 -1.93610 -7.31314  0.08
H: 5.45416 -1.42817 -5.39441  0.10
H: 5.65001 -2.01793 -2.98933  0.09
H: 1.81925 -3.86590 -3.11442  0.08
H: 1.59793 -3.27978 -5.51325  0.11
H: 5.28843 1.28259 1.17562  0.10
H: 2.84427 1.39783 1.72193  0.15

Calculated values
**Net charge**: -1
**Kohn-Sham gap (alpha / beta)**: 5.115 / 5.114 eV
**Strongest force on any atom**: 0.373 eV/A
**E_HOMO (alpha / beta)**: -0.1717 / -0.1717 hartree
**2S+1**: 1
**Energy relative to the best compared isomer or geometry (same formula, charge and spin)**: 7.5681 eV